The following is a quantum chemistry calculation of the molecule C7H12 at a distorted geometry, from OMol25.

Cartesian coordinates (Å):
C 1.99142 0.69944 0.67128
C 0.67541 0.86879 0.43771
C 0.23722 2.25038 0.20126
C -0.21070 -0.33863 0.36040
C 0.30148 -1.72246 0.72161
C -1.16004 -0.20621 -0.61413
C -1.76126 -1.34554 -1.55099
H 2.82897 -0.03326 0.58620
H 2.40800 1.71166 1.06383
H -0.13052 2.73378 1.18659
H 1.13484 2.76423 0.00627
H -0.49736 2.29387 -0.52692
H 1.24961 -1.79681 1.25835
H -0.43040 -2.15126 1.37504
H 0.57040 -2.45809 -0.18094
H -1.75255 0.67851 -0.78860
H -2.76538 -1.09954 -1.75075
H -1.27496 -1.51615 -2.48904
H -1.78185 -2.36161 -1.10283

Calculated values
highest occupied orbital energy	-0.2927	Eh
Kohn-Sham gap	8.9	eV
relative energy (zero: lowest compared OMol25 entry of this formula, charge and spin)	69.4	kcal/mol
molecular weight	96.173	g/mol



The following is a quantum chemistry calculation of the molecule C4H5NO at a distorted geometry, from OMol25.

Cartesian coordinates (Å):
N 2.83288 0.65543 -0.11631
C 1.88200 -0.00274 -0.10330
C 0.68038 -0.84358 -0.08802
C -0.52396 -0.14299 0.52044
C -1.23192 0.90664 -0.20844
O -1.75690 -0.41235 -0.11884
H 0.91131 -1.75859 0.46756
H 0.43192 -1.13542 -1.11404
H -0.56636 -0.13981 1.60962
H -1.78705 1.66392 0.34321
H -0.87231 1.20949 -1.19190

Calculated values
highest occupied orbital energy	-0.4031	Eh
Kohn-Sham gap	11.8	eV
relative energy (zero: lowest compared OMol25 entry of this formula, charge and spin)	36.4	kcal/mol
molecular weight	83.090	g/mol



The following is a quantum chemistry calculation of a cluster of 2 separate species, C6H12O in total, from OMol25.

Cartesian coordinates (Å):
C -1.13694 -1.47993 2.22520
C 0.03236 -1.03440 1.79375
C 0.11964 0.30619 1.16632
C 1.00002 0.65511 0.23815
C 1.00894 1.97743 -0.46782
C 0.29532 1.89141 -1.82784
H -1.22906 -2.42929 2.73726
H -2.04106 -0.87766 2.21977
H 0.94069 -1.60745 1.93656
H -0.59288 1.04327 1.52036
H 1.73482 -0.05755 -0.13866
H 0.46329 2.69955 0.12287
H 2.01372 2.37501 -0.62314
H 0.57688 2.71193 -2.47320
H -0.77474 1.96116 -1.67162
H 0.46331 0.95507 -2.33284
O -1.27679 -3.26812 -1.42196
H -0.96259 -2.84946 -2.24015
H -0.63492 -2.97226 -0.76302

Calculated values
highest occupied orbital energy	-0.3283	Eh
Kohn-Sham gap	9.8	eV
relative energy (zero: lowest compared OMol25 entry of this formula, charge and spin)	35.5	kcal/mol
molecular weight	100.161	g/mol



The following is a quantum chemistry calculation of the molecule C5H14N2 at a distorted geometry, from OMol25.

Cartesian coordinates (Å):
C -0.22083 2.44369 1.99161
N 0.14856 1.82593 0.68157
C 0.10361 0.32688 0.89250
C 0.55143 -0.58948 -0.26194
C 1.02795 -2.10606 0.13358
N -0.65729 -0.42805 -1.19182
C -0.71670 -0.69492 -2.55711
H -1.18476 2.15647 2.33938
H 0.70058 2.15481 2.60706
H -0.20775 3.57218 1.87016
H -0.67112 2.02456 0.08940
H -0.87131 0.06144 1.28203
H 0.74247 0.07652 1.78863
H 1.49209 -0.20067 -0.82961
H 0.39272 -2.59449 0.87861
H 0.91597 -2.73290 -0.70086
H 1.96405 -2.01464 0.53926
H -1.38028 -0.85209 -0.63919
H -0.11031 -0.06755 -3.19405
H -1.66884 -0.70049 -2.86567
H -0.35024 -1.66115 -2.85356

Calculated values
highest occupied orbital energy	-0.3095	Eh
Kohn-Sham gap	9.5	eV
relative energy (zero: lowest compared OMol25 entry of this formula, charge and spin)	54.4	kcal/mol
molecular weight	102.181	g/mol



The following is a quantum chemistry calculation of the molecule C18H21N3O2S, from OMol25.

Cartesian coordinates (Å):
C 1.23663 5.22464 -2.35484
C 0.98623 3.83363 -2.92920
C 0.84046 3.88416 -4.45058
O 2.10633 3.04199 -2.55378
C 2.01208 1.69204 -2.50357
C 0.89148 0.93500 -2.83495
C 0.92723 -0.44218 -2.71464
C 2.06412 -1.10235 -2.26801
C 2.04578 -2.59281 -2.07707
C 1.14662 -3.01243 -0.92884
O 0.58518 -4.08771 -0.84146
N 1.06620 -2.09564 0.06657
N 0.16734 -2.30847 1.10770
C -0.60604 -1.27028 1.54642
S -0.22756 0.26879 1.06369
N -1.57773 -1.64943 2.41218
C -2.47663 -0.92288 3.19835
C -3.30087 -1.66644 4.04491
C -4.22417 -1.03849 4.85598
C -4.34205 0.34174 4.83670
C -3.52766 1.08104 3.99754
C -2.59944 0.46219 3.17942
C 3.18438 -0.34269 -1.94856
C 3.16279 1.02977 -2.06824
H 1.33741 5.16689 -1.27443
H 0.40976 5.88468 -2.60068
H 2.15569 5.63238 -2.76722
H 0.07485 3.41976 -2.47505
H 0.72563 2.88488 -4.86382
H -0.02760 4.47908 -4.72143
H 1.72887 4.33448 -4.88695
H -0.01885 1.40028 -3.17742
H 0.04626 -1.01480 -2.96852
H 3.05048 -2.96471 -1.86301
H 1.68491 -3.10587 -2.97110
H 1.30039 -1.11142 -0.05927
H -0.19274 -3.26070 1.05973
H -1.63896 -2.64930 2.57067
H -3.21226 -2.74459 4.06490
H -4.85268 -1.62938 5.50544
H -5.06319 0.83394 5.47107
H -3.61133 2.15712 3.97386
H -1.97560 1.05411 2.53325
H 4.08219 -0.83193 -1.59914
H 4.02768 1.62329 -1.81793

Calculated values
highest occupied orbital energy	-0.3087	Eh
Kohn-Sham gap	9.1	eV
relative energy (zero: lowest compared OMol25 entry of this formula, charge and spin)	38.2	kcal/mol
molecular weight	343.452	g/mol



The following is a quantum chemistry calculation of a structure of composition C49H46F4HgN7SSb, from OMol25.

Cartesian coordinates (Å):
Hg -0.02804 -0.24502 -0.36403
C -1.73955 -2.76875 2.06728
N -1.46846 -2.63144 0.65021
C -1.14190 -3.91644 0.07173
C -2.54184 -2.00168 -0.10012
C -3.05125 -0.71985 0.51967
N -2.00097 0.26735 0.70765
C -2.29980 1.36637 1.43239
C -1.38358 2.45350 1.54454
F -0.22259 2.39605 0.86255
C -1.61228 3.60026 2.26598
F -0.66289 4.55321 2.26450
C -2.78131 3.81956 2.96959
C -3.70991 2.80922 2.87092
F -4.89370 2.94678 3.50980
C -3.50823 1.65171 2.14754
F -4.56090 0.78912 2.17702
H -2.62135 -3.40563 2.26980
H -1.89742 -1.79531 2.52963
H -0.87272 -3.22549 2.54728
H -1.97131 -4.63901 0.19082
H -0.24877 -4.32512 0.54645
H -0.93733 -3.80219 -0.99314
H -3.41359 -2.67902 -0.20210
H -2.16372 -1.80689 -1.11060
H -3.53359 -0.97694 1.46020
H -3.84797 -0.34289 -0.13829
H -2.96462 4.72877 3.51873
C -0.91790 -0.92793 -3.96464
N -0.23218 -1.27672 -2.73468
C 0.49847 -2.33051 -2.77356
C 1.25119 -2.83273 -1.67294
C 2.13584 -3.92096 -1.65806
C 2.60571 -4.01557 -0.34792
C 1.97324 -2.98359 0.36221
N 1.15072 -2.28536 -0.42649
C -0.16823 0.04049 -4.85849
C -0.86740 1.00204 -5.57884
C -0.21258 1.83964 -6.46983
C 1.15795 1.72528 -6.65178
C 1.86610 0.77635 -5.92811
C 1.20796 -0.05708 -5.03588
H -1.89084 -0.49621 -3.72163
H -1.10641 -1.83718 -4.55509
H 0.56501 -2.91140 -3.70334
H 2.40111 -4.54228 -2.50114
H 3.30826 -4.73130 0.05020
H 2.07668 -2.75075 1.41347
H -1.93639 1.10029 -5.43301
H -0.77259 2.59000 -7.01381
H 1.67265 2.38095 -7.34300
H 2.93881 0.69140 -6.05064
H 1.77269 -0.77776 -4.45871
C 4.40871 0.32844 -2.66662
N 3.36124 1.25803 -3.00251
C 3.35109 2.13076 -4.05727
C 2.26323 2.92229 -3.95857
N 1.56106 2.53699 -2.80184
C 2.29229 1.54496 -2.15802
S 2.17168 1.06644 -0.53683
C 0.34076 3.02927 -2.40087
C -0.04423 4.34264 -2.75396
C -1.27185 4.80091 -2.35066
C -2.10338 3.96529 -1.59165
C -1.62882 2.70230 -1.28504
N -0.45536 2.21751 -1.67960
H 5.17673 0.38035 -3.43696
H 4.01686 -0.68875 -2.60441
H 4.84191 0.57812 -1.69577
H 4.10441 2.09915 -4.82512
H 1.89857 3.67134 -4.63351
H 0.63463 4.98761 -3.29411
H -1.58112 5.80849 -2.60073
H -3.07234 4.29275 -1.24293
H -2.22684 2.02337 -0.68241
C 2.51953 4.04856 5.44281
C 1.96361 2.96609 6.11185
C 1.58266 1.83265 5.40653
C 1.75335 1.76996 4.02625
C 2.30173 2.86429 3.36199
C 2.68665 3.99688 4.06688
Sb 1.31872 0.01642 2.85652
C 3.15166 -0.94494 3.46574
C 3.44598 -1.34474 4.76646
C 4.68346 -1.89383 5.07379
C 5.64475 -2.04294 4.08258
C 5.36516 -1.64063 2.78488
C 4.12363 -1.09747 2.47787
C -0.00828 -0.85667 4.29896
C -1.15425 -0.13882 4.64448
C -2.13637 -0.71080 5.44019
C -1.98508 -2.01229 5.90170
C -0.84959 -2.73538 5.56645
C 0.12944 -2.16203 4.76323
H 2.81540 4.93256 5.99451
H 1.82480 3.00518 7.18585
H 1.14450 0.99634 5.93941
H 2.41659 2.83543 2.28310
H 3.10623 4.84429 3.53891
H 2.70958 -1.22041 5.55239
H 4.89937 -2.20305 6.08956
H 6.60983 -2.47153 4.32370
H 6.11045 -1.75580 2.00737
H 3.90550 -0.79777 1.45716
H -1.29061 0.87593 4.28115
H -3.02542 -0.14452 5.68956
H -2.75455 -2.46309 6.51604
H -0.72993 -3.75225 5.92058
H 1.00122 -2.74445 4.48732

Calculated values
total charge	-1
highest occupied orbital energy (alpha / beta)	-0.0555 / -0.1734	Eh
multiplicity	2
Kohn-Sham gap (alpha / beta)	4.1 / 7.3	eV
relative energy (zero: lowest compared OMol25 entry of this formula, charge and spin)	27.0	kcal/mol
molecular weight	1163.365	g/mol



The following is a quantum chemistry calculation of the molecule C7H8 at a distorted geometry, from OMol25.

Cartesian coordinates (Å):
C -0.02014 0.82631 -2.02828
C 0.02660 0.28359 -0.61109
C -1.04969 -0.42258 -0.16446
C -1.51675 -1.58201 0.49086
C -0.69077 -0.98302 1.29931
C 0.62883 -0.44869 1.65646
C 0.93145 0.72168 0.55649
H 0.89611 0.81473 -2.57973
H -0.41617 1.79370 -1.99716
H -0.70985 0.21734 -2.50512
H -2.39391 -2.23468 0.40360
H 0.66073 -0.11599 2.76855
H 1.30990 -1.40492 1.47973
H 1.94424 0.94745 0.25665
H 0.39942 1.58710 0.97417

Calculated values
highest occupied orbital energy	-0.2752	Eh
Kohn-Sham gap	8.3	eV
relative energy (zero: lowest compared OMol25 entry of this formula, charge and spin)	131.5	kcal/mol
molecular weight	92.141	g/mol



The following is a quantum chemistry calculation of a structure of composition C3CrFO3 at a distorted geometry, from OMol25.

Cartesian coordinates (Å):
C -2.29950 0.57418 0.05860
C -1.13241 0.74989 -0.19182
O 0.10491 0.88726 -0.46156
F -3.56123 0.39793 0.32371
O 0.80746 -2.44983 0.32693
C 1.36826 -1.49901 -0.01574
O 2.15203 -0.65688 -0.25998
Cr 1.66526 1.45568 0.43573

Calculated values
total charge	+1
highest occupied orbital energy (alpha / beta)	-0.4845 / -0.5016	Eh
multiplicity	5
Kohn-Sham gap (alpha / beta)	6.1 / 7.6	eV
molecular weight	155.024	g/mol